# 1
Entry from the Open Molecules 2025 dataset: a molecular structure, C16H36GaN2O5 at a distorted geometry (ωB97M-V/def2-TZVPD).

XYZ file:
```
60
Properties=species:S:1:pos:R:3:nbo_charge:R:1
Ga 1.009 3.476 -2.529 0.892
O -2.344 -1.927 1.702 -0.581
O -3.763 -3.543 1.074 -0.517
O 3.378 0.641 1.135 -0.571
O -3.103 3.605 -2.064 -0.662
O 2.002 1.910 2.367 -0.497
N 0.523 -1.491 -1.161 -0.895
N -1.605 1.646 -1.462 -0.569
C -1.576 -3.358 -0.031 -0.784
C 2.858 0.876 2.225 0.803
C -2.705 0.608 -1.512 -0.428
C 1.991 2.939 4.573 -0.636
C -3.658 -5.898 0.468 -0.637
C 3.238 0.075 3.438 -0.740
C 2.960 1.150 -1.752 -0.421
C -1.992 2.884 -2.240 0.724
C 1.205 2.156 3.539 -0.068
C -1.204 1.992 -0.030 -0.437
C 2.931 -0.522 -1.752 -0.437
C -0.921 3.429 -3.374 -0.946
C -2.598 -2.873 0.957 0.802
C 1.879 1.615 -2.905 -0.900
C -4.232 -4.534 0.142 -0.065
C 1.857 -1.026 -0.620 -0.226
H -4.035 -4.230 -0.891 0.181
H -2.905 0.367 -2.661 0.201
H -2.273 -0.394 -1.050 0.202
H 2.866 2.382 4.920 0.202
H 4.034 -0.932 -1.552 0.187
H 0.349 2.756 3.211 0.210
H 3.421 -0.959 3.129 0.245
H 0.580 -2.403 -1.664 0.348
H 4.029 1.502 -2.073 0.186
H 0.793 1.225 3.940 0.178
H 2.302 1.564 -3.995 0.194
H -3.899 -6.179 1.499 0.215
H 2.363 3.875 4.143 0.224
H 0.992 3.880 -0.982 -0.337
H 2.459 0.030 4.195 0.214
H -0.873 2.598 -4.209 0.224
H 1.873 4.556 -3.329 -0.341
H 2.365 -1.913 -0.006 0.176
H 1.636 -0.120 0.114 0.215
H -1.021 -2.493 -0.411 0.308
H -2.006 -3.846 -0.902 0.200
H -5.322 -4.569 0.250 0.192
H -1.225 4.489 -3.768 0.226
H -1.358 3.132 0.199 0.226
H 2.604 -0.832 -2.854 0.205
H 0.990 0.822 -2.860 0.172
H 1.365 3.173 5.438 0.212
H -0.081 1.632 0.140 0.219
H 2.741 1.588 -0.682 0.235
H -3.687 0.982 -0.982 0.196
H -0.884 -4.037 0.471 0.234
H -4.061 -6.659 -0.207 0.211
H 0.023 -0.755 -1.706 0.391
H -1.871 1.354 0.694 0.192
H 4.152 0.489 3.870 0.239
H -2.568 -5.907 0.386 0.213
```

Output
- energy (a.u.) = -3041.56011
- spin multiplicity = 1
- total charge = -1
- largest force on an atom (Eh/bohr) = 0.13389
- E_HOMO (eV) = -4.26
- gap between HOMO and LUMO (eV) = 6.640
- lowest unoccupied orbital energy (eV) = 2.38



# 2
Entry from the Open Molecules 2025 dataset: 13 unconnected molecules or ions with the total composition C27H87O34P7 at a distorted geometry (ωB97M-V/def2-TZVPD).

XYZ file:
```
155
Properties=species:S:1:pos:R:3:mulliken_charge:R:1
P -4.612 5.751 -4.785 1.027
P 1.788 -5.670 -3.478 0.985
P 3.500 -0.631 5.581 1.014
P 5.272 -1.923 0.271 0.705
P -0.849 -0.122 -1.276 0.149
P -3.724 2.803 4.470 0.708
P 2.066 4.104 3.045 0.986
O 3.235 3.004 2.651 0.071
O -4.093 2.672 2.903 -0.200
O 3.476 0.334 -4.024 -0.353
O -2.010 -5.432 -1.332 -0.606
O -2.938 4.240 4.510 -0.358
O 5.587 -0.319 -0.013 -0.060
O -4.886 5.218 -3.258 -0.355
O -5.242 7.231 -4.707 -0.297
O 6.290 -2.275 1.467 -0.444
O 2.152 -0.098 4.826 -0.345
O -6.445 -0.578 0.243 -0.525
O 0.935 3.656 2.014 -0.352
O 5.431 -2.858 -0.858 -0.697
O 1.835 -7.021 -4.389 -0.387
O 3.838 -1.987 1.017 0.167
O -1.566 -1.065 -0.266 0.679
O 2.810 -5.978 -2.277 -0.382
O 1.711 4.023 4.487 -0.720
O 4.699 0.306 5.145 0.038
O 0.351 0.641 -0.751 -0.932
O -4.072 -3.866 -2.692 -0.085
O 0.432 -5.258 -3.031 -0.348
O 3.798 -1.925 4.666 -0.287
O 2.527 -4.589 -4.478 -0.379
O -2.529 1.741 4.510 0.232
O 2.671 5.445 2.513 -0.396
O -5.668 4.793 -5.582 -0.314
O -1.954 -4.458 4.700 -0.541
O -2.077 0.729 -1.829 -0.217
O 3.414 -0.933 7.005 -0.823
O -1.365 -1.029 -6.496 -0.493
O -0.476 -1.124 -2.423 0.266
O -4.885 2.676 5.429 -0.760
O -3.191 5.750 -5.239 -0.682
C 1.759 -3.669 -5.174 -0.632
C -5.097 1.706 2.429 -0.387
C -6.125 0.163 -0.850 -0.199
C -1.773 -4.387 -0.363 -1.020
C 4.486 2.937 3.350 -0.472
C -2.228 -1.427 -5.432 -0.161
C 2.620 -1.680 0.221 -0.988
C 2.738 -2.869 4.451 -0.772
C 1.559 -8.268 -3.854 -0.755
C -2.007 4.519 5.551 -0.527
C -2.002 -3.519 3.699 -0.167
C -5.645 4.608 -7.017 -0.659
C -4.390 8.363 -4.334 -0.686
C -4.179 -2.434 -2.607 -0.175
C 6.318 -1.524 2.588 -0.369
C -2.591 0.572 5.335 -0.753
C -1.302 -1.163 1.096 -0.568
C 0.654 -0.891 -3.224 -0.742
C -4.436 3.996 -2.876 -0.876
C 6.004 -0.073 5.641 -0.931
C -2.706 1.806 -1.114 0.039
C 3.476 -5.020 -1.520 -0.511
C 3.814 5.994 3.249 -0.849
C 6.943 0.104 -0.228 -1.056
C 3.153 0.870 -5.252 -0.687
C -0.201 2.916 2.421 -0.655
C 2.065 0.021 3.367 0.742
H -5.906 2.360 2.104 0.269
H 7.606 -0.709 0.070 0.446
H -3.727 1.948 -1.467 -0.117
H 1.111 0.080 -3.036 0.431
H -1.074 -2.950 3.645 -0.078
H 7.087 0.265 -1.296 0.260
H 5.219 3.739 3.265 0.217
H -3.969 4.097 -1.896 0.330
H -0.039 2.359 3.344 0.352
H -7.394 -0.564 0.393 0.306
H 5.356 -1.090 2.864 -0.053
H 0.531 -8.462 -3.547 0.281
H 4.888 1.952 3.114 -0.058
H 0.365 -0.832 -4.273 0.388
H 6.280 0.540 6.498 0.331
H -0.712 -0.299 1.400 -0.100
H -2.487 5.324 6.108 0.301
H -2.665 -3.772 -0.245 0.236
H -3.670 8.359 -5.152 0.316
H -1.513 -4.756 0.629 0.461
H 3.427 1.924 -5.310 0.347
H 6.882 0.139 5.031 0.299
H -5.336 3.455 -2.584 0.310
H 0.709 -3.515 -4.927 0.194
H 4.531 -5.297 -1.530 0.258
H -6.686 -0.164 -1.725 0.479
H -5.051 0.148 -1.034 -0.409
H 3.051 -0.232 2.976 -0.434
H 3.846 0.463 -5.988 0.283
H -1.049 3.602 2.432 0.406
H 1.385 -1.697 -3.160 -0.114
H 3.549 7.044 3.124 0.311
H -1.229 -1.823 -7.018 0.314
H 6.860 -2.016 3.396 0.319
H 4.147 2.848 4.382 0.361
H -0.991 -3.671 -0.614 0.474
H -2.624 -0.352 4.758 0.078
H -1.391 -6.113 -1.061 0.363
H 3.342 -4.023 -1.938 0.264
H -1.771 3.647 6.161 0.247
H -4.918 -1.974 -3.264 0.396
H 2.176 -2.662 -5.133 0.187
H -3.406 0.605 6.058 0.393
H -6.641 4.851 -7.389 0.291
H 4.269 0.709 -3.635 0.238
H 2.621 -3.239 3.432 0.149
H 3.167 -5.059 -0.475 0.271
H -4.204 -2.166 -1.551 0.497
H 4.779 5.940 2.746 0.302
H -6.379 1.175 -0.533 0.385
H 2.295 -0.729 0.643 0.398
H -1.066 4.925 5.179 0.161
H -1.699 0.522 5.960 0.305
H -3.289 -4.129 -2.203 0.437
H -2.764 -2.800 3.999 0.265
H 1.680 -9.050 -4.603 0.297
H -5.228 3.629 -7.255 0.252
H 2.113 0.741 -5.551 0.214
H -5.075 5.404 -7.494 0.312
H 3.832 5.816 4.325 0.390
H 1.742 -2.512 4.712 0.293
H 7.327 0.917 0.387 0.292
H 6.967 -0.708 2.271 0.346
H -2.187 2.760 -1.018 0.397
H 2.882 -1.378 -0.793 0.367
H -3.809 3.432 -3.567 0.459
H 1.770 0.987 2.959 -0.018
H -3.197 -2.013 -2.821 -0.135
H -0.329 2.277 1.548 0.157
H -4.582 1.106 1.679 -0.072
H -0.699 -2.051 1.286 0.127
H 1.443 -0.752 2.914 -0.056
H -2.791 -2.350 -5.569 0.411
H -4.833 9.344 -4.162 0.288
H 2.813 -3.767 5.066 0.370
H -3.721 8.251 -3.481 0.299
H 1.747 -3.856 -6.248 0.411
H -2.832 -4.718 4.989 0.315
H 2.196 -8.606 -3.037 0.307
H -2.288 -4.030 2.780 0.212
H 6.097 -1.137 5.858 0.381
H 1.926 -2.520 0.201 0.279
H -3.046 -0.715 -5.318 0.328
H -2.193 -1.152 1.723 0.363
H -1.694 -1.451 -4.482 -0.297
H -5.348 0.979 3.202 0.360
H -2.659 1.569 -0.051 -0.067
```

Output
- energy (a.u.) = -6028.56837
- spin multiplicity = 2
- total charge = +1
- largest force on an atom (Eh/bohr) = 0.08360
- E_HOMO (spin up / spin down) (eV) = -11.80 / -11.80
- gap between HOMO and LUMO (spin up / spin down) (eV) = 9.171 / 2.369
- lowest unoccupied orbital energy (spin up / spin down) (eV) = -2.63 / -9.43



# 3
Entry from the Open Molecules 2025 dataset: a molecular structure, C28H29Br54N2O4 at a distorted geometry (ωB97M-V/def2-TZVPD).

XYZ file:
```
117
Properties=species:S:1:pos:R:3:mulliken_charge:R:1
Br 6.024 7.228 -3.761 0.067
Br -3.560 -7.999 13.139 -0.014
Br 1.373 3.848 -7.858 0.098
Br -1.762 3.343 -8.020 0.003
Br -3.067 -9.423 -1.652 -0.025
Br -1.824 -6.700 8.077 -0.016
Br 1.245 -5.933 8.425 0.013
Br -1.325 -2.437 10.711 0.039
Br 4.389 6.942 1.539 -0.070
Br -2.123 0.505 -12.680 -0.026
Br -0.751 -3.888 7.012 0.029
Br 0.441 -1.870 13.305 0.031
Br 1.214 0.543 10.343 0.011
Br 7.369 5.249 5.357 -0.005
Br -2.880 -3.965 -3.303 0.071
Br -2.254 -8.670 -4.641 -0.002
Br 7.023 5.834 -6.449 -0.015
Br -5.437 6.079 -4.369 0.002
Br 0.071 0.830 -10.389 0.027
Br -0.462 5.708 -9.686 -0.031
Br 2.141 -1.265 -7.168 -0.025
Br 4.445 3.741 -4.309 0.024
Br 1.428 1.055 6.743 0.080
Br -0.480 -8.741 12.789 0.000
Br 3.978 1.308 -6.776 -0.055
Br -1.559 -5.907 11.820 0.114
Br -5.449 1.015 -2.539 0.093
Br -2.751 4.378 -4.551 0.055
Br 1.512 4.991 -4.253 0.077
Br 3.519 1.616 12.258 -0.038
Br 7.219 5.472 1.589 -0.002
Br -0.402 3.179 -12.481 -0.020
Br -4.851 -5.979 -1.827 0.037
Br 3.231 4.811 -1.570 0.019
Br -5.308 4.590 -11.904 -0.015
Br -3.765 7.330 -12.435 -0.003
Br 4.599 6.681 6.011 -0.006
Br -3.650 -0.863 -0.748 0.073
Br 4.215 -1.135 -4.748 -0.050
Br 4.126 7.156 -6.328 0.023
Br 4.244 -0.234 9.763 0.010
Br -6.755 -1.511 -1.062 -0.020
Br -5.319 -9.040 -3.873 -0.007
Br 4.641 3.635 5.081 0.078
Br 2.534 0.285 3.883 0.011
Br -5.786 -4.494 -4.486 0.014
Br 4.033 -6.904 0.603 0.013
Br -5.560 2.988 -5.143 -0.067
Br 6.775 8.014 -0.282 -0.053
Br 2.634 -6.773 3.465 0.017
Br 1.241 -5.415 0.953 0.167
Br -0.503 1.233 4.221 -0.040
Br -4.234 6.322 -9.454 0.020
Br -2.736 -1.928 13.528 -0.019
O -1.641 0.445 -3.102 -0.201
O -0.388 -2.025 3.244 -0.104
O 0.529 1.627 -0.451 -0.359
O 0.537 0.709 -3.457 -0.529
N 1.999 2.494 1.300 -0.348
N 0.270 -1.734 0.932 0.499
C 2.845 4.002 -3.279 0.046
C -0.111 -0.405 -1.460 -0.004
C -0.149 -2.385 -0.158 -0.088
C -1.740 -1.769 2.865 -0.156
C 0.510 -0.414 0.849 -0.066
C -0.559 -5.275 8.340 0.422
C 5.496 5.359 4.939 0.541
C 0.327 0.262 -0.326 1.043
C -1.214 1.729 -11.507 -0.101
C -3.945 5.800 -11.286 0.105
C 3.054 1.107 10.463 -0.327
C -1.225 -1.526 12.412 -0.377
C -0.351 -1.763 -1.366 -0.928
C 5.941 7.235 -5.687 -0.418
C 5.962 6.470 0.527 0.079
C -1.977 -7.771 12.070 -0.289
C -0.351 4.660 -8.080 -0.247
C 1.307 1.405 4.864 -0.346
C -3.513 -9.599 -3.521 -0.329
C -2.498 -3.003 2.385 -1.091
C 1.404 2.116 0.391 0.472
C -4.721 -4.387 -2.893 0.333
C -0.353 0.312 -2.777 0.097
C 3.046 -0.131 -5.903 0.352
C -5.426 -0.125 -0.996 -0.508
C 2.375 -6.868 1.566 -0.407
C 0.435 -2.474 2.230 -0.402
C -4.534 4.619 -5.234 0.027
H -0.781 -4.832 9.300 -0.524
H 2.430 3.024 -3.083 -0.106
H 1.602 2.433 4.696 0.405
H -2.711 -3.677 3.212 0.338
H -1.258 -0.467 12.194 0.329
H -5.639 0.488 -0.131 0.449
H -4.444 4.867 -6.284 -0.059
H 5.640 5.823 -0.277 -0.046
H 2.286 0.315 -5.277 -0.251
H -2.205 0.139 -2.363 0.055
H -2.029 -3.517 1.546 0.240
H -1.826 -0.924 2.174 0.148
H 5.413 5.671 3.908 -0.575
H -0.697 -2.352 -2.204 0.436
H -2.187 -8.182 11.093 0.247
H 1.848 -7.786 1.350 0.379
H -3.005 5.264 -11.316 -0.128
H -3.448 -10.649 -3.764 0.348
H -2.239 -1.441 3.776 0.437
H -0.355 -3.443 -0.073 0.705
H -5.109 -3.569 -2.302 -0.359
H 1.460 -2.286 2.554 0.352
H 6.355 8.175 -6.019 0.356
H 0.369 -3.558 2.038 -0.167
H 0.847 0.135 1.722 -0.185
H -0.502 5.332 -7.246 0.291
H -1.959 2.161 -10.853 0.097
H 3.160 1.985 9.842 0.343
H -3.469 -2.658 2.020 0.367
```

Output
- energy (a.u.) = -140491.08395
- spin multiplicity = 1
- total charge = +1
- largest force on an atom (Eh/bohr) = 0.02196
- E_HOMO (eV) = -11.32
- gap between HOMO and LUMO (eV) = 6.653
- lowest unoccupied orbital energy (eV) = -4.67



# 4
Entry from the Open Molecules 2025 dataset: a single C25H22FN3O5 molecule (ωB97M-V/def2-TZVPD).

XYZ file:
```
56
Properties=species:S:1:pos:R:3:nbo_charge:R:1
F -2.823 2.674 1.717 -0.328
O 1.037 -2.020 3.059 -0.565
O 0.256 -0.770 -4.026 -0.521
O -0.617 0.726 3.503 -0.607
O -2.290 -0.422 -1.855 -0.611
O 2.093 0.515 -2.121 -0.553
N -0.852 1.271 -2.402 -0.604
N -0.628 -0.466 1.563 -0.385
N 1.996 3.181 3.238 -0.310
C -0.169 -2.415 3.685 -0.072
C 0.646 -1.871 -3.285 0.393
C 2.031 -1.634 3.974 -0.250
C -1.885 1.962 -0.303 -0.363
C 1.001 1.274 1.854 -0.311
C -1.733 -1.259 2.062 -0.228
C -1.513 0.110 -2.621 0.654
C 1.235 -1.700 -2.029 -0.226
C -1.239 -2.601 2.612 -0.422
C -0.119 0.535 2.414 0.669
C 1.503 -0.339 -1.490 0.563
C 0.059 3.102 -1.151 -0.260
C 0.426 -3.151 -3.778 -0.276
C -1.135 -0.516 -3.971 -0.152
C 1.521 0.980 0.628 -0.035
C 1.542 2.323 2.628 0.303
C -1.868 2.821 0.780 0.486
C -0.086 -0.770 0.386 0.163
C 0.986 -0.082 -0.133 -0.245
C -0.918 3.815 0.928 -0.318
C 1.396 -4.093 -1.796 -0.222
C 0.047 3.947 -0.057 -0.178
C 0.812 -4.256 -3.042 -0.180
C -0.903 2.101 -1.278 0.170
C 1.600 -2.823 -1.291 -0.170
H -0.486 -1.649 4.406 0.191
H 2.289 -2.458 4.650 0.168
H 1.704 -0.775 4.572 0.183
H 0.823 3.202 -1.908 0.225
H 0.800 4.712 0.037 0.228
H -0.122 1.499 -3.068 0.424
H -0.036 -3.267 -4.747 0.226
H -1.352 0.183 -4.783 0.209
H -1.720 -1.433 -4.108 0.202
H -0.563 -1.566 -0.169 0.242
H 2.905 -1.357 3.388 0.194
H 0.652 -5.246 -3.441 0.221
H -2.447 -1.419 1.250 0.219
H -2.087 -3.138 3.037 0.224
H -0.813 -3.199 1.803 0.208
H 2.353 1.541 0.227 0.249
H -0.010 -3.359 4.229 0.172
H -0.936 4.456 1.794 0.240
H 2.055 -2.688 -0.320 0.228
H -2.205 -0.680 2.859 0.252
H 1.692 -4.956 -1.219 0.221
H -2.648 1.206 -0.382 0.264
```

Output
- energy (a.u.) = -1606.22370
- spin multiplicity = 1
- SMILES string = COCCCn1cc(C(=O)c2ccccc2OCC(=O)Nc2cccc(F)c2)cc(C#N)c1=O
- largest force on an atom (Eh/bohr) = 0.01525
- E_HOMO (eV) = -8.68
- gap between HOMO and LUMO (eV) = 8.553
- lowest unoccupied orbital energy (eV) = -0.12